This record from the Open Molecules 2025 dataset describes a 18-piece molecular cluster, C68H184N12O22 overall in a non-equilibrium geometry. The level of theory is the ωB97M-V functional and the def2-TZVPD basis.

* E_tot: -136412.599 eV
* HOMO level: -8.537 eV
* LUMO level: 0.27 eV

Structure (XYZ):
```
286
Properties=species:S:1:pos:R:3:forces:R:3
C -1.01265 5.81746 4.21593 0.20 -0.63 -0.47
C 0.30076 5.44073 3.46775 -1.55 -0.41 1.16
C 0.02700 4.67515 2.17043 -0.11 -0.09 0.62
O -0.66210 3.45175 2.47888 1.13 0.58 -1.01
C -0.84159 2.67878 1.29293 -0.14 -0.13 0.66
N 1.07756 6.64270 3.30720 0.61 0.42 -0.62
H -0.77669 6.31853 5.15474 0.06 0.33 -0.17
H -1.59076 4.93807 4.49978 0.12 -0.20 -0.09
H -1.65247 6.41887 3.57015 0.09 0.35 0.09
H 0.81352 4.79192 4.17784 0.09 -0.69 -0.22
H 0.96008 4.43356 1.66140 0.29 -0.04 -0.08
H -0.58117 5.25458 1.47583 -0.13 0.30 -0.07
H -1.21338 1.69334 1.57362 -0.52 0.20 0.09
H 0.09639 2.43350 0.79480 0.28 0.48 -0.21
H -1.52958 3.22635 0.64878 -0.01 -0.34 -0.37
H 1.88727 6.45206 2.73437 0.14 -0.05 -0.51
H 1.50923 6.82085 4.20277 -0.19 0.32 0.43
C 7.60735 -1.52225 6.28774 -1.58 0.78 -0.02
C 6.84543 -2.64099 6.98967 -0.08 -0.91 -0.60
C 5.78735 -3.43537 6.10070 -0.95 0.60 -0.96
O 4.66812 -2.57657 5.67476 1.23 1.24 1.19
C 3.87810 -2.87857 4.55521 0.67 -2.10 0.43
N 7.84684 -3.58216 7.50502 -0.18 -0.96 0.07
H 8.13820 -1.83462 5.38845 0.07 -0.16 0.12
H 8.26750 -1.03306 7.00398 0.24 -0.22 -0.08
H 6.87979 -0.75680 6.01787 0.05 0.20 -0.39
H 6.28002 -2.25472 7.83773 0.06 0.14 0.01
H 5.30888 -4.30907 6.54322 0.31 0.12 1.01
H 6.24015 -3.90033 5.22498 0.55 0.42 -0.45
H 2.97075 -2.27934 4.47947 0.58 0.58 0.07
H 3.50355 -3.89349 4.68834 -0.36 -0.49 -0.03
H 4.47906 -2.96878 3.65033 -0.12 0.64 -0.35
H 8.51524 -3.14001 8.11971 -0.38 0.41 0.46
H 8.46617 -3.85461 6.75516 -0.16 -0.31 -0.49
C -0.08784 -9.97100 2.75802 0.13 0.08 -0.20
C -1.25654 -9.05388 3.11029 0.13 0.03 -0.17
C -1.85192 -8.36713 1.85557 0.25 0.26 0.95
O -0.88896 -7.67434 1.05216 -1.38 -3.00 -0.77
C -0.27269 -6.64889 1.66853 1.39 1.48 0.21
N -2.27213 -9.84829 3.80056 -0.35 -0.42 0.00
H 0.85479 -9.42411 2.73675 0.02 0.06 0.01
H -0.20684 -10.41991 1.77191 -0.15 -0.09 0.02
H 0.00614 -10.77477 3.48824 0.01 0.03 0.03
H -0.89763 -8.30161 3.81271 0.22 0.45 -0.17
H -2.57473 -7.63022 2.20573 -0.30 0.20 0.02
H -2.40041 -9.10172 1.26597 0.37 0.03 -0.28
H 0.31753 -6.13369 0.91070 -0.10 0.25 -0.26
H 0.49588 -6.99027 2.36196 -0.23 0.13 0.77
H -1.00483 -5.94005 2.05534 0.16 0.25 0.63
H -3.08730 -9.33643 4.10654 -0.17 0.49 -0.42
H -1.88051 -10.15060 4.68109 0.25 -0.35 0.03
C -3.68570 5.19013 -0.96452 1.42 -1.16 1.80
C -4.74051 4.58116 0.00065 2.22 1.08 -0.67
C -4.66314 5.10513 1.47237 -0.20 0.28 -1.01
O -4.90255 6.50943 1.53371 -0.75 0.54 0.60
C -5.31253 7.03421 2.83863 0.29 -0.59 -0.84
N -5.94649 4.95165 -0.64682 -2.71 0.20 0.84
H -3.60218 4.52879 -1.82694 -0.17 0.27 -0.25
H -2.73075 5.10744 -0.44556 0.56 0.26 -0.26
H -3.83968 6.23698 -1.22624 -0.26 -0.20 0.06
H -4.57438 3.50675 0.07913 -0.13 -0.14 -0.15
H -3.65562 4.91481 1.84220 0.10 -0.29 0.20
H -5.40179 4.53095 2.03167 -0.09 0.11 0.35
H -5.23617 8.12108 2.86977 0.65 -0.09 -0.42
H -4.68853 6.57447 3.60502 -0.04 0.14 0.17
H -6.36909 6.88703 3.06246 -0.13 -0.70 -0.19
H -5.86328 5.10240 -1.64202 0.44 -0.27 -0.12
H -6.00764 5.88880 -0.27517 -1.09 0.55 -0.11
C -2.29453 -1.42834 1.19142 -0.25 -0.63 0.65
C -3.34148 -2.26069 1.93405 -0.23 0.18 0.35
C -3.06155 -2.63213 3.42235 -0.10 -0.41 -0.32
O -1.84864 -3.31434 3.65282 0.84 -0.15 -0.86
C -1.67627 -3.74194 4.98060 0.30 0.61 0.07
N -4.60035 -1.46302 1.82253 0.79 -0.59 0.26
H -2.15138 -0.49645 1.73841 0.27 0.15 -0.12
H -2.69647 -1.20120 0.20402 0.18 0.03 -0.01
H -1.36390 -1.98933 1.10585 0.14 0.24 0.00
H -3.48930 -3.18127 1.36946 0.17 -0.25 0.20
H -3.82252 -3.35473 3.71709 -0.70 0.20 0.09
H -3.11011 -1.77394 4.09262 -0.15 0.41 -0.07
H -2.52678 -4.31115 5.35572 -0.09 -0.24 -0.06
H -1.52628 -2.88364 5.63550 -0.21 0.29 0.23
H -0.74422 -4.30209 5.05561 -0.18 -0.29 -0.25
H -4.35776 -0.54507 2.16694 -0.18 0.52 -0.22
H -5.31066 -1.74835 2.48141 -0.17 -0.51 0.18
C -2.67191 7.08443 -3.87829 -0.05 0.58 0.77
C -1.43099 6.52815 -4.52402 -0.76 -1.14 1.06
C -0.94081 5.30513 -3.72211 0.42 1.45 1.16
O -0.26811 5.76887 -2.55313 0.86 -0.64 0.72
C 0.39574 4.71367 -1.80297 -0.53 0.86 -1.14
N -1.80486 6.00275 -5.81283 0.49 1.00 -1.18
H -2.46873 7.24534 -2.81955 -0.08 0.00 0.13
H -3.49860 6.37878 -3.96052 -0.08 -0.03 -0.07
H -2.97933 8.04889 -4.28250 0.00 -0.11 -0.26
H -0.66175 7.30030 -4.51145 0.18 -0.14 -0.51
H -0.27351 4.75119 -4.38239 0.18 -0.46 0.18
H -1.79537 4.71740 -3.38686 -0.01 -0.39 -0.35
H -0.33278 4.05923 -1.32437 -0.09 -0.12 0.08
H 1.07926 5.14127 -1.06944 -0.24 0.23 -0.02
H 0.99775 4.14252 -2.50970 0.06 -0.34 0.01
H -2.34705 5.16497 -5.65712 -0.06 0.00 -0.07
H -0.94853 5.67278 -6.23462 0.06 -0.12 -0.51
C -3.30837 0.74814 5.54919 -0.48 0.24 0.35
C -2.88048 1.35374 4.23431 -0.35 0.69 0.40
C -4.02033 2.04707 3.46754 0.38 -0.62 -0.61
O -4.94362 1.08176 2.94308 -0.09 0.52 0.05
C -6.15150 1.61707 2.33919 1.22 -0.77 0.95
N -1.85101 2.33533 4.61023 -0.61 -0.39 -0.13
H -2.42583 0.41718 6.09665 0.00 -0.50 -0.15
H -4.06957 -0.02430 5.43955 0.12 -0.16 0.11
H -3.69390 1.54781 6.18164 -0.30 0.08 -0.03
H -2.46153 0.54363 3.63739 -0.06 -0.10 -0.57
H -3.57929 2.55719 2.61119 0.17 0.32 -0.16
H -4.49312 2.80576 4.09120 -0.28 -0.04 0.24
H -5.96911 2.23640 1.46097 0.22 0.30 0.11
H -6.64340 2.13643 3.16164 -0.57 0.23 -0.42
H -6.69351 0.74072 1.98377 -0.17 0.15 0.30
H -1.47480 2.84040 3.82062 -0.40 0.04 -0.14
H -1.08292 1.73052 4.86390 0.30 0.26 0.60
C -1.43382 -3.98159 -0.99557 0.05 0.23 -0.20
C -1.64221 -5.21383 -1.85489 0.53 -0.30 1.19
C -0.28873 -5.68946 -2.42255 -0.55 -0.27 -0.91
O -0.39988 -6.88820 -3.26531 0.01 2.11 1.41
C 0.80256 -7.09568 -3.97818 -1.14 -0.86 -0.28
N -2.24476 -6.28031 -1.04039 -0.22 -0.14 -1.05
H -0.82163 -4.22400 -0.12691 0.09 0.14 0.12
H -2.38977 -3.57697 -0.66308 -0.08 -0.26 0.13
H -0.96542 -3.18626 -1.57534 0.28 0.10 0.04
H -2.35934 -4.88059 -2.60509 0.18 -0.54 -0.53
H 0.42696 -5.89336 -1.62610 -0.07 -0.21 0.48
H 0.16949 -4.87385 -2.98191 -0.03 0.11 -0.52
H 1.06483 -6.23882 -4.59877 0.13 0.04 -0.02
H 0.48130 -7.94053 -4.58737 0.77 -0.03 -0.44
H 1.63597 -7.40123 -3.34560 0.13 0.14 0.18
H -1.97291 -7.10578 -1.55497 -0.53 -0.66 -0.09
H -1.77692 -6.45523 -0.16254 0.17 0.58 0.04
C -5.21352 -3.46351 -2.84405 -0.91 0.25 0.81
C -5.05883 -2.55283 -1.62006 0.48 0.09 0.73
O -5.16108 -3.27144 -0.37151 -0.11 -0.65 -1.62
H -6.23682 -3.83415 -2.78416 -0.06 -0.30 -0.15
H -4.55798 -4.33285 -2.89529 0.20 0.26 0.20
H -5.17029 -2.87630 -3.76133 0.27 0.05 0.01
H -5.79348 -1.74782 -1.63840 -0.56 -0.10 -0.16
H -4.13150 -1.98086 -1.65200 0.58 -0.25 -0.03
H -4.97035 -2.69374 0.37109 -0.17 0.84 -0.06
C 3.19172 2.28818 -4.83842 -0.26 0.41 -0.31
C 3.69135 3.50579 -4.05605 0.45 -0.85 -0.27
O 4.76216 3.12052 -3.19074 -0.04 -0.12 0.35
H 3.98246 1.87831 -5.46679 0.20 0.00 0.02
H 2.40155 2.58748 -5.52700 -0.13 0.07 -0.01
H 2.79976 1.46989 -4.23439 0.05 0.19 0.32
H 2.92183 3.95740 -3.42997 0.11 0.03 -0.13
H 4.13311 4.22963 -4.74089 -0.58 0.32 -0.16
H 5.51278 2.92683 -3.75699 0.19 -0.05 0.15
C -7.97811 1.00292 -0.54354 0.47 -1.09 -1.00
C -7.50537 1.45450 -1.96360 -0.25 0.92 2.06
O -6.30117 2.21138 -1.72430 0.06 -0.72 -0.94
H -8.20800 1.78015 0.18526 -0.11 0.25 -0.44
H -7.12993 0.43972 -0.15431 0.16 0.07 0.15
H -8.76599 0.25054 -0.57918 -0.40 0.25 -0.08
H -8.21644 2.12812 -2.44183 -0.26 -0.23 -0.15
H -7.33105 0.59061 -2.60501 0.32 0.14 0.08
H -6.58852 3.08137 -1.43766 0.01 0.39 0.34
C 4.46321 1.76822 0.10876 -0.54 0.20 0.45
C 3.54634 2.99480 0.21486 0.50 -0.91 -0.63
O 4.13767 4.03148 -0.55661 -0.44 0.37 0.94
H 5.42255 1.94040 0.59675 0.06 0.14 -0.14
H 4.59341 1.57850 -0.95667 0.21 -0.24 0.04
H 4.01935 0.88345 0.56515 -0.09 -0.07 0.00
H 3.33593 3.26972 1.24842 0.34 0.46 -0.06
H 2.59036 2.72626 -0.23470 -0.41 -0.07 0.00
H 4.41953 3.58710 -1.35953 0.29 0.21 -0.50
C 2.97125 -3.91091 -3.36732 0.06 0.14 -0.23
C 3.06890 -3.97817 -4.90371 0.07 -0.20 1.51
O 3.58702 -5.21629 -5.35663 -0.33 0.01 -0.48
H 2.50737 -4.77436 -2.89049 -0.20 -0.09 -0.36
H 2.38287 -3.02539 -3.12697 -0.03 0.04 0.20
H 3.94608 -3.80952 -2.89032 0.19 0.16 -0.09
H 3.67271 -3.12195 -5.20437 0.13 0.02 -0.40
H 2.06375 -3.83993 -5.30202 0.11 -0.29 -0.33
H 4.48494 -5.35084 -5.04478 0.03 0.21 0.14
C -0.11883 -1.33846 -5.80747 -0.91 -0.08 0.55
C -1.14606 -2.01355 -6.74209 0.93 0.36 0.01
O -2.04399 -1.01394 -7.19950 -0.13 0.32 -0.05
H 0.71021 -0.81612 -6.28490 0.00 -0.51 -0.38
H 0.23510 -2.04685 -5.05846 0.26 -0.07 -0.13
H -0.62199 -0.55839 -5.23612 -0.29 0.03 0.17
H -1.73495 -2.80479 -6.27814 0.30 -0.09 0.39
H -0.57750 -2.42335 -7.57690 -0.14 -0.21 -0.17
H -2.62667 -1.39208 -7.86214 -0.02 0.00 -0.09
C 1.07668 -1.80214 -10.14678 0.35 0.48 -0.36
O 0.92214 -0.92361 -9.04988 -0.54 -0.10 0.28
C 1.16804 0.44699 -9.35543 1.00 -0.61 0.59
C 1.06053 1.30494 -8.11758 -1.85 0.19 0.00
N -0.35011 1.39000 -7.69762 0.92 1.87 -0.79
C -0.54599 2.40926 -6.65669 -1.60 -1.28 1.30
C -2.10109 2.43765 -6.31615 0.84 0.89 -0.63
O -2.47938 3.33817 -5.24352 1.16 -1.41 -0.29
C -3.81765 3.28999 -4.85785 -0.97 -1.05 -0.02
H 2.11382 -1.73166 -10.47461 0.16 -0.29 -0.25
H 0.43849 -1.55382 -10.99481 -0.17 0.41 -0.10
H 0.82683 -2.83919 -9.92270 0.13 0.18 0.66
H 0.51775 0.78506 -10.16223 -0.15 0.17 0.09
H 2.21118 0.59218 -9.63630 0.31 -0.38 -0.65
H 1.44140 2.28422 -8.40744 -0.24 0.28 -0.01
H 1.66781 1.01021 -7.26174 0.54 -0.59 -0.13
H -0.68383 0.46073 -7.48508 -0.38 0.20 0.36
H -0.12886 3.39839 -6.84573 -0.21 -0.03 -0.84
H -0.01018 2.09592 -5.76069 0.06 -0.06 0.65
H -2.38689 1.39526 -6.17527 -0.28 0.01 0.50
H -2.60975 2.80706 -7.20659 -0.10 -0.15 -0.26
H -4.51407 3.36665 -5.69285 0.01 1.04 -0.35
H -3.98419 3.99322 -4.04187 -0.02 0.30 -0.39
H -4.17928 2.33228 -4.48355 0.69 -0.58 0.52
C 2.81225 8.22672 6.31142 0.37 -1.67 0.79
O 2.25862 6.89229 6.39321 -0.65 0.27 -0.68
C 2.62793 6.06059 7.48949 0.17 0.18 -0.08
C 1.78543 4.77279 7.48972 0.25 1.61 -0.72
N 2.12773 3.87532 6.42547 -0.11 -2.17 0.33
C 1.12634 2.75213 6.36942 0.57 0.62 0.00
C 1.41416 1.85552 5.17272 -0.26 -0.75 0.45
O 0.44019 0.78739 5.12287 0.12 0.20 -0.51
C 0.46445 -0.01143 3.92043 0.30 0.22 0.89
H 3.88448 8.13062 6.48224 0.25 0.28 -0.02
H 2.39120 8.84477 7.10441 -0.13 0.25 -0.19
H 2.65956 8.61474 5.30434 -0.31 -0.04 0.22
H 2.47111 6.56300 8.44400 -0.18 0.28 0.12
H 3.69874 5.87301 7.41019 0.21 -0.36 0.06
H 0.76700 5.11364 7.30335 -0.53 0.17 0.58
H 1.85901 4.30987 8.47378 0.03 -0.20 -0.10
H 2.21283 4.34933 5.53768 -0.26 0.09 0.01
H 0.10798 3.12601 6.47544 -0.35 0.20 -0.83
H 1.18262 2.10908 7.24773 0.64 0.09 0.28
H 2.38655 1.40913 5.38079 0.27 -0.03 -0.30
H 1.46864 2.40886 4.23519 -0.25 0.05 -0.22
H -0.42068 -0.64552 3.86961 -0.17 0.12 0.36
H 1.32202 -0.68028 3.99337 0.22 0.08 -0.45
H 0.46665 0.59699 3.01605 0.30 0.13 -0.03
C 3.78359 -5.80221 1.48377 0.01 -0.54 -1.00
O 4.49228 -4.60665 1.14840 -1.11 0.03 1.34
C 5.89395 -4.65517 1.39003 -0.07 0.39 -0.95
C 6.45384 -3.19493 1.34386 -0.36 -0.93 -0.44
N 6.48875 -2.60875 -0.00616 -0.39 -0.64 0.68
C 6.72375 -1.17234 0.04595 -0.17 -0.89 -0.96
C 6.52169 -0.62847 -1.35209 0.68 1.35 0.03
O 5.24128 -0.89367 -1.83723 -0.87 -1.04 -2.02
C 5.07177 -0.65964 -3.27535 -0.50 1.43 1.19
H 3.96450 -6.32318 2.42398 0.71 0.69 0.53
H 3.99267 -6.56233 0.73104 0.11 -0.16 -0.29
H 2.70083 -5.67834 1.46423 0.10 0.70 -0.19
H 6.24479 -5.29575 0.58091 0.89 0.12 -0.08
H 6.10878 -5.17176 2.32549 0.06 0.27 0.32
H 7.46566 -3.14201 1.74575 0.01 -0.20 0.18
H 5.78659 -2.61297 1.97962 -0.02 0.17 0.37
H 5.55605 -2.71251 -0.37954 -0.21 -0.22 -0.32
H 7.76805 -1.03716 0.32750 -0.07 0.45 0.22
H 6.02421 -0.66238 0.70828 0.10 0.17 0.42
H 7.30844 -0.96052 -2.02949 0.01 -0.37 -0.11
H 6.59627 0.45675 -1.28263 0.40 0.38 -0.04
H 5.78436 -1.07898 -3.98561 0.10 -0.76 0.52
H 5.09342 0.41093 -3.47910 0.53 0.47 0.33
H 4.02806 -0.82170 -3.54461 0.15 -0.97 0.17
C 1.40825 -2.99603 1.83776 0.05 0.25 -0.59
O 1.49940 -1.87519 0.95621 0.21 0.07 -0.42
C 2.19845 -2.09193 -0.31087 -0.64 0.68 1.09
C 1.98524 -0.89550 -1.21268 -0.53 0.18 0.06
N 0.54552 -0.67999 -1.45486 0.95 0.42 -0.35
C 0.22844 0.67013 -1.99876 -1.11 -2.00 0.05
C -1.30187 0.73389 -2.27307 0.62 1.19 1.44
O -1.97473 1.03371 -1.01286 1.68 -0.35 -0.57
C -3.34768 1.24671 -1.05366 -0.55 -0.53 -0.86
H 0.85685 -3.77772 1.31524 -0.06 -0.33 0.22
H 0.88056 -2.70991 2.74758 -0.35 0.24 -0.29
H 2.36849 -3.37612 2.18644 0.37 0.01 -0.40
H 1.76372 -2.90564 -0.89138 0.14 -0.71 0.52
H 3.25508 -2.18971 -0.06176 0.09 -0.45 -0.39
H 2.48258 -1.14395 -2.15024 -0.01 0.01 -0.17
H 2.51805 -0.02143 -0.83822 -0.12 0.32 0.27
H 0.06072 -0.90741 -0.59850 -0.29 0.44 0.19
H 0.70798 0.72382 -2.97614 0.18 0.11 -0.11
H 0.61171 1.47616 -1.37304 -0.23 0.29 0.10
H -1.62191 -0.21075 -2.71275 -0.19 -0.14 0.13
H -1.47377 1.54919 -2.97580 -0.30 0.17 -0.18
H -3.73058 1.28858 -0.03398 0.05 0.13 -0.02
H -3.83971 0.42407 -1.57257 -0.27 -0.37 0.11
H -3.64704 2.11265 -1.64411 0.15 0.48 0.17
```
Forces are in eV/Å.